## P
{
  "formula": "C23H26N2O3",
  "method": "the ωB97M-V functional and the def2-TZVPD basis",
  "symbols": ["H", "H", "H", "C", "H", "H", "H", "H", "H", "H", "H", "C", "H", "O", "C", "C", "C", "C", "C", "H", "C", "H", "H", "N", "H", "H", "C", "C", "C", "H", "H", "C", "C", "H", "C", "C", "C", "N", "H", "C", "O", "C", "C", "H", "H", "C", "H", "C", "H", "C", "O", "H", "H", "C"],
  "xyz": [[-3.4752, 1.3852, 0.2846], [-0.4860, 0.1081, 3.4332], [4.8353, -0.5876, 1.3204], [0.5520, -0.6062, -1.4611], [5.0683, -2.0984, 0.3953], [0.4106, -1.7343, 0.3538], [4.8278, 3.0347, 3.5749], [-6.5795, -2.2510, -3.1620], [1.7706, 0.9182, 3.9503], [-0.4095, 0.9797, 0.1271], [-4.8483, 0.9325, -0.7319], [0.6917, 1.3814, 2.1460], [1.2079, 0.6171, 1.5592], [4.6425, -0.4137, -0.7404], [-3.3418, -2.2071, -4.0788], [-5.5241, -2.0236, -3.1315], [1.4311, 0.0118, -2.3484], [2.7814, 0.0536, -2.0796], [-5.0227, -1.2899, -2.0793], [0.5376, 2.2583, 1.5107], [-3.6567, -0.9884, -2.0095], [4.0797, 1.7811, 4.5657], [2.7744, 3.2028, 2.1950], [-3.1393, -0.2254, -0.9812], [1.1079, 2.5520, 3.9108], [-5.0930, -3.0481, -4.9680], [-1.7891, -0.1612, -0.8224], [2.9417, 2.3140, 2.8076], [2.4299, -1.1812, -0.0492], [-5.6919, -0.9761, -1.2949], [-2.6534, -2.5533, -4.8350], [-0.8979, -0.6504, -1.7345], [1.5991, 1.7849, 3.3080], [3.4403, 3.4241, 4.5922], [-4.6877, -2.4790, -4.1457], [3.2966, -0.5330, -0.9222], [1.0734, -1.2142, -0.3243], [-1.2911, 0.5192, 0.3079], [6.2905, -0.8060, 0.3190], [-4.0236, 0.5438, -0.1353], [-2.3984, -0.6271, 1.9216], [-1.5287, 0.1524, 1.6082], [5.2242, -1.0148, 0.3894], [1.0454, 0.4573, -3.2513], [3.4691, 0.5354, -2.7563], [-0.6491, 0.8395, 2.6382], [2.7947, -1.6698, 0.8412], [-2.8074, -1.4709, -3.0192], [-1.2411, 1.6490, 3.0757], [3.8810, 2.6599, 3.9559], [-0.6131, -1.5477, -3.9045], [-4.4090, -0.0605, 0.6884], [3.4089, 1.5609, 2.1684], [-1.3558, -1.2381, -2.9824]],
  "mulliken_charge": [0.4184, 0.2809, 0.2307, -0.2884, 0.3196, 0.5200, 0.4029, 0.4067, 0.4155, 0.4159, 0.5992, 0.1939, -0.2361, -0.4694, -0.4810, -0.5510, -0.4650, -0.8553, -0.7174, 0.3376, 0.3192, 0.3237, 0.3578, 0.0516, 0.3801, 0.3893, 0.1008, 0.0976, -0.2130, 0.4608, 0.4794, 0.2338, -0.9611, 0.3474, -0.7495, 0.8062, -0.3676, -0.0782, 0.2550, -1.6158, -0.6488, 0.3052, -0.7200, 0.4710, 0.4394, -0.6441, 0.3861, 0.3408, 0.3283, -1.4100, -0.7517, 0.3653, -0.0759, 0.5193],
  "homo_ev": -7.78,
  "orbital_gap_ev": 8.354
}

## Q
{
  "formula": "C23H26N2O3",
  "method": "the ωB97M-V functional and the def2-TZVPD basis",
  "symbols": ["H", "C", "C", "C", "O", "H", "C", "O", "O", "H", "C", "H", "N", "C", "H", "C", "C", "C", "C", "C", "C", "C", "H", "H", "H", "C", "C", "H", "H", "H", "H", "H", "H", "H", "H", "C", "H", "N", "H", "C", "H", "C", "C", "H", "C", "C", "H", "H", "H", "H", "C", "H", "C", "H"],
  "xyz": [[2.2256, 2.6161, 0.9308], [-0.7710, -2.2507, -0.7557], [2.0481, 1.3354, -2.2174], [0.6841, -3.1072, -3.0521], [-3.1686, -1.4391, -0.2058], [0.2837, -2.0655, -0.2626], [-2.9180, -0.1026, 2.6606], [1.8580, -3.7869, -3.3575], [2.2748, -0.0082, 1.6976], [-2.2043, -3.7960, -1.2653], [-1.2095, 1.4790, 1.6163], [-3.4830, -1.0758, 2.1141], [-1.1216, -0.7327, 1.1521], [-1.6325, -1.6113, 0.1848], [1.7373, 3.2174, -1.3132], [-0.6488, 4.1864, 0.6559], [-1.3855, 2.0168, 0.2073], [-0.7242, 2.4987, 2.5662], [1.7954, -0.7779, -3.2383], [-1.1126, -3.6676, -1.1717], [2.0833, 1.8443, 0.0272], [-0.4498, -1.2333, -2.0581], [0.0728, -0.7246, 1.0875], [-1.7990, 0.3929, 4.1090], [2.5151, -1.5606, -3.2768], [-0.3612, -3.8678, -2.5935], [1.8757, 2.3373, -1.2654], [-1.3924, -1.2312, 3.6104], [1.7358, 1.4148, 2.9160], [1.5331, 1.7146, -3.3343], [3.3808, 1.4974, 2.7337], [-0.4339, 5.2290, 0.3530], [-1.3378, -1.2676, -2.6480], [-0.4108, -4.9531, -2.5694], [-0.6767, 2.1730, 3.5575], [2.2530, -0.2239, -0.8669], [2.4730, 0.2330, 3.6375], [0.5527, -1.8731, -2.7415], [-0.8867, -4.2729, -0.5754], [-1.1565, 3.2240, -0.0889], [-1.1340, -3.7914, -3.3919], [2.0614, 0.0287, -2.0383], [-1.8394, 0.1383, 2.0383], [2.2663, -1.4337, -0.5360], [2.2600, 0.5530, 0.3592], [2.5506, 0.7416, 2.7971], [-0.5302, -0.2461, -1.8951], [0.1014, 4.3252, 2.9914], [-1.8424, 1.2641, -0.4650], [1.4971, -0.5540, -4.0829], [-1.8932, -0.4477, 3.4455], [-1.4212, 3.4304, -1.0496], [-0.5586, 3.7412, 2.1011], [-3.6154, 0.4699, 2.7666]],
  "mulliken_charge": [0.0394, 1.8682, 0.0705, 0.7130, -0.7024, -0.1856, -1.0730, -0.7549, -0.4278, 0.4456, 0.2332, 0.2370, 0.0304, -0.6619, 1.1692, -0.5434, -0.2384, -0.5965, -2.2918, -1.7336, 0.4008, -1.6205, 0.1920, 0.3119, 0.4860, -0.7923, -1.9821, 0.3774, 0.2245, 0.0589, 0.3871, 0.4284, 0.5794, 0.4385, 0.4680, 1.6812, 0.4524, 0.0871, 0.9314, -0.5125, 0.3263, 0.1670, 1.2435, 0.4930, -0.5962, -0.8973, 0.5754, 0.1402, 0.4428, 0.6828, -0.9499, 0.4703, -0.6855, 0.3928],
  "homo_ev": -8.53,
  "orbital_gap_ev": 8.689
}

Quick one: most stable of them? P